Entry 1:
The following is a quantum chemistry calculation of BrHg2O6PV as an isolated structure, from the Open Molecules 2025 dataset.

XYZ file:
```
11
Properties=species:S:1:pos:R:3:forces:R:3:lowdin_charge:R:1
Hg -1.2674 -2.0638 -1.2311 -0.26 0.10 0.33 1.03
Hg 1.4065 0.4753 0.1546 0.18 0.44 1.40 0.96
O -0.8392 4.4578 -1.8459 -0.30 -0.63 1.17 -0.33
V -0.6538 3.5954 -0.5343 -1.67 -0.87 -2.38 0.84
O 0.8590 3.5550 -0.3116 1.95 -0.06 0.85 -0.38
Br -1.0993 0.8146 -1.2724 -0.41 1.77 0.01 0.01
P 0.3046 -2.2544 1.0698 3.43 -1.35 3.18 -0.02
O 1.1479 -3.4878 1.3329 -1.42 1.49 -0.81 -0.35
O -1.2122 -2.6147 0.8734 -0.56 0.40 -0.51 -0.49
O 0.6218 -1.4071 -0.2567 -0.16 -1.56 -3.12 -0.80
O 0.7320 -1.0703 2.0212 -0.79 0.27 -0.14 -0.46
```
Forces are in eV/Å.

Values from the calculation:
Calculated total energy (Ha): -4617.54308
LUMO energy (spin up / spin down) (hartree): -0.1410 / -0.1268
Spin multiplicity: 2
Highest occupied orbital energy (spin up / spin down) (eV): -7.976 / -8.093

---

Entry 2:
The following is a quantum chemistry calculation of BrHgPb as an isolated structure, from the Open Molecules 2025 dataset.

XYZ file:
```
3
Properties=species:S:1:pos:R:3:forces:R:3:lowdin_charge:R:1
Hg 1.1494 0.5075 2.2780 0.33 0.43 0.63 1.63
Pb -0.9985 -1.4240 -1.8983 -1.05 -2.08 -1.95 1.79
Br -0.1508 0.9166 -0.3798 0.72 1.65 1.31 0.58
```
Forces are in eV/Å.

Values from the calculation:
Calculated total energy (Ha): -2918.02801
Net charge: +4
LUMO energy (spin up / spin down) (hartree): -0.8574 / -0.8728
Spin multiplicity: 2
Highest occupied orbital energy (spin up / spin down) (eV): -31.785 / -31.353

---

Entry 3:
The following is a quantum chemistry calculation of one molecule with the formula BrIS, from the Open Molecules 2025 dataset.

XYZ file:
```
3
Properties=species:S:1:pos:R:3:forces:R:3:lowdin_charge:R:1
Br 1.6311 -0.4069 0.6402 0.57 0.04 0.44 0.09
S 0.0476 -0.6454 -0.7576 -1.72 1.14 0.20 -0.34
I -1.6787 1.0523 0.1173 1.16 -1.18 -0.64 0.25
```
Forces are in eV/Å.

Values from the calculation:
Calculated total energy (Ha): -3269.88541
SMILES: BrSI
LUMO energy (hartree): -0.0690
Spin multiplicity: 1
Highest occupied orbital energy (eV): -9.187

---

Entry 4:
The following is a quantum chemistry calculation of a 2-piece molecular cluster, BrNO3 overall, from the Open Molecules 2025 dataset.

XYZ file:
```
5
Properties=species:S:1:pos:R:3:forces:R:3:lowdin_charge:R:1
N -0.5372 -0.0131 0.1050 3.08 -3.25 -2.81 -0.29
O -0.7498 1.0418 0.4539 -1.86 3.46 2.03 0.18
O -0.8067 -1.1523 0.2121 -1.14 -0.21 0.85 0.14
O 1.6251 0.0492 -0.8594 -1.41 0.08 -1.20 -0.80
Br 2.9472 -0.0167 0.1637 1.34 -0.07 1.13 0.78
```
Forces are in eV/Å.

Values from the calculation:
Calculated total energy (Ha): -2854.24322
LUMO energy (spin up / spin down) (hartree): -0.0235 / -0.0822
Spin multiplicity: 1
Highest occupied orbital energy (spin up / spin down) (eV): -10.139 / -9.218